[1]
Below is a molecular structure, C19H35CsN5O4V at a distorted geometry, with properties calculated with ωB97M-V/def2-TZVPD.

```
65
C19H35CsN5O4V, DFT ωB97M-V/def2-TZVPD
Cs 0.801 -3.253 -2.928
V 0.597 -0.605 -0.787
O -4.212 3.219 0.516
O -0.297 0.724 1.803
O -1.868 0.989 -2.525
O -1.499 -2.413 -3.928
N 2.203 -0.346 -1.900
N -2.977 2.128 -0.947
N 1.088 -1.838 0.617
N -0.784 -1.291 -1.966
N -1.019 0.839 -0.337
C -3.222 2.535 0.372
C -3.230 1.322 2.483
C -1.647 3.391 2.095
C -2.605 0.925 3.812
C 0.449 -2.952 1.443
C 1.013 1.330 -3.216
C -0.538 -3.702 0.545
C 1.510 -3.949 1.948
C 2.287 0.491 -3.159
C -2.619 4.462 2.608
C 3.518 -0.963 -1.559
C -2.293 2.096 1.475
C 3.504 1.417 -3.164
C 2.320 -0.433 -4.398
C -1.878 1.265 -1.273
C -1.182 1.191 0.938
C -1.384 -1.520 -2.988
C 2.255 -1.238 1.274
C -0.310 -2.356 2.642
H 3.530 2.023 -2.250
H 3.150 -1.907 1.279
H -3.362 0.410 4.401
H 1.363 -0.980 -4.500
H 2.186 -3.500 2.682
H -3.206 4.900 1.800
H 2.115 -4.327 1.110
H 0.985 2.058 -2.385
H -0.997 3.078 2.917
H -1.758 0.243 3.671
H 4.251 -0.236 -1.137
H 4.453 0.870 -3.239
H 2.080 -0.900 2.309
H -3.588 2.406 -1.669
H 1.025 -4.810 2.429
H 2.445 0.146 -5.322
H 0.965 1.901 -4.156
H -1.130 -1.707 2.290
H -0.003 -4.229 -0.255
H -1.271 -3.015 0.098
H 0.344 -1.752 3.276
H 3.349 -1.730 -0.783
H 3.456 2.103 -4.022
H 3.142 -1.160 -4.346
H -3.608 0.425 1.967
H -2.039 5.271 3.053
H -3.293 4.055 3.370
H 2.548 -0.355 0.697
H 0.104 0.721 -3.166
H -0.749 -3.147 3.267
H -2.281 1.809 4.366
H 4.011 -1.465 -2.405
H -1.010 3.848 1.325
H -1.084 -4.463 1.127
H -4.100 1.952 2.705
```

## Properties
- total charge = +2
- LUMO energy (spin up / spin down) (eV) = -9.77 / -9.83
- multiplicity = 1
- max |F| (eV/Å) = 7.689

[2]
Below is a molecular structure, C19H36BClFNO5PSiZr at a distorted geometry, with properties calculated with ωB97M-V/def2-TZVPD.

```
67
C19H36BClFNO5PSiZr, DFT ωB97M-V/def2-TZVPD
Zr 0.178 0.569 -1.145
Cl 1.943 1.980 -2.457
P 1.266 -1.774 0.284
Si -3.042 -0.105 -0.198
F 0.287 -0.393 -3.331
O 1.342 2.956 1.027
O 0.573 -2.047 -1.170
O 2.302 -2.977 0.373
O 2.142 -0.511 -0.393
O 0.714 0.904 1.800
N -1.757 -0.126 -1.440
C -3.169 -1.408 -3.056
C -1.086 -1.493 -4.878
C -0.079 -3.294 -1.507
C -4.638 0.617 -0.796
C -3.242 -1.828 0.447
C 1.299 1.599 2.954
C 3.494 2.365 1.858
C 0.135 2.341 -2.479
C -3.335 -2.028 -4.288
C -0.969 -0.909 -3.644
C 2.608 -3.552 1.673
C -2.304 -2.067 -5.213
C 0.137 2.074 3.806
C -1.967 -0.796 -2.682
C -2.472 1.001 1.179
C 2.084 2.754 2.271
C 3.256 -0.788 -1.306
C 2.096 4.052 3.048
C 2.158 0.615 3.719
B 0.681 1.794 0.744
H -2.335 -2.126 0.983
H -2.435 -2.537 -6.178
H 3.497 -4.157 1.539
H -4.465 1.610 -1.220
H -0.462 1.212 4.104
H 2.801 -2.768 2.404
H -5.275 0.741 0.085
H -5.198 0.038 -1.528
H 3.495 1.435 1.284
H -0.504 2.764 3.256
H 4.146 2.238 2.724
H 3.905 3.156 1.231
H -3.341 1.161 1.826
H 2.898 0.139 3.076
H -1.022 -3.379 -0.967
H -3.425 -2.553 -0.350
H 1.092 4.450 3.182
H -0.183 2.271 -3.514
H 3.767 -1.683 -0.969
H 1.530 -0.158 4.163
H 2.876 -0.922 -2.315
H -4.000 -1.396 -2.367
H -4.291 -2.479 -4.522
H -1.676 0.578 1.794
H -2.152 1.989 0.835
H 0.488 2.574 4.710
H 3.909 0.076 -1.248
H -4.077 -1.891 1.150
H -0.233 -1.501 -5.543
H 2.545 3.904 4.033
H -0.269 -3.275 -2.574
H 0.587 -4.116 -1.256
H 2.691 4.793 2.515
H 1.779 -4.174 2.001
H 0.011 3.339 -2.073
H 2.690 1.121 4.528
```

## Properties
- total charge = +1
- LUMO energy (eV) = -2.95
- multiplicity = 1
- max |F| (eV/Å) = 1.061

[3]
Below is 4 unconnected molecules or ions with the total composition C19H36BN2O14 at a distorted geometry, with properties calculated with ωB97M-V/def2-TZVPD.

```
72
C19H36BN2O14, DFT ωB97M-V/def2-TZVPD
O -4.372 2.355 4.474
O -2.305 -1.394 7.776
O -6.437 3.286 4.088
O 0.318 -0.895 -6.220
O 1.230 2.199 3.976
O 0.458 0.727 1.927
O -3.539 -3.210 7.814
O 3.523 -3.874 -7.178
O -3.149 -2.190 5.793
O 2.974 -0.715 0.393
O -0.933 0.889 4.047
O -4.909 4.198 5.542
O 5.462 -3.230 -8.230
O 3.610 -2.139 -8.683
N 2.311 3.918 0.041
N 0.780 -1.425 -2.791
C 3.504 3.275 -0.655
C 6.151 -4.261 -7.527
C 1.125 -0.252 -5.155
C 2.210 -1.942 -8.490
C 4.136 -3.154 -7.952
C -5.841 5.241 5.821
C 1.332 3.136 0.895
C 2.695 0.729 0.375
C -3.012 -2.257 7.005
C -1.688 -0.330 7.053
C 1.633 -1.338 -4.037
C -4.700 1.319 3.550
C 3.752 1.658 -0.530
C 1.398 -0.524 -1.701
C 2.194 -1.453 -0.611
C -5.350 3.280 4.645
C 0.369 1.070 -4.546
C 1.431 1.482 1.121
C -4.315 -4.195 7.134
B 0.295 1.289 3.283
H -1.649 0.886 3.337
H 0.425 3.665 1.416
H 1.897 -1.106 -9.122
H -6.064 5.812 4.914
H -0.624 0.782 -3.951
H 4.657 1.136 -1.069
H 1.997 -1.683 -7.448
H -0.299 -1.544 -5.768
H 2.107 0.150 -5.699
H 1.650 -2.832 -8.792
H 2.149 4.950 -0.052
H 5.748 -5.244 -7.791
H -2.443 0.286 6.554
H -3.847 0.637 3.491
H 7.203 -4.230 -7.826
H 4.233 3.968 -1.277
H 0.771 3.104 4.061
H 6.096 -4.096 -6.446
H 1.579 -2.407 -4.566
H -1.151 0.298 7.769
H 2.790 -1.169 -3.822
H -5.384 5.916 6.549
H -0.221 -1.154 -2.967
H -4.687 -4.905 7.877
H 1.357 -2.051 -0.006
H -5.175 -3.734 6.637
H -0.967 -0.723 6.330
H -4.877 1.734 2.552
H 2.796 -2.265 -1.206
H 1.062 1.623 -3.783
H -0.004 1.815 -5.402
H 0.468 0.033 -1.210
H -3.698 -4.742 6.413
H -5.571 0.754 3.896
H 2.094 0.230 -2.302
H -6.758 4.832 6.258
```

## Properties
- total charge = +1
- LUMO energy (eV) = -5.35
- multiplicity = 1
- max |F| (eV/Å) = 4.946

[4]
Below is 7 unconnected molecules or ions with the total composition C19H36Cl12F2N2O3P2 at a distorted geometry, with properties calculated with ωB97M-V/def2-TZVPD.

```
76
C19H36Cl12F2N2O3P2, DFT ωB97M-V/def2-TZVPD
Cl 4.757 4.534 -2.722
Cl -2.291 -5.133 6.363
Cl 2.759 3.425 -4.548
Cl -3.390 3.868 -4.505
Cl -1.435 -3.918 2.782
Cl 0.453 6.567 -2.885
Cl 4.384 -7.521 5.317
Cl 0.738 -4.905 4.468
Cl -3.811 5.288 -1.933
Cl -3.996 -6.001 4.137
Cl 5.326 -5.261 6.924
Cl -0.912 7.197 -0.357
P 0.785 0.387 -1.870
P -0.967 0.272 -0.464
F -4.654 0.205 -0.438
F -2.751 -1.479 2.131
O -3.676 -1.784 -0.401
O -2.338 0.614 2.803
O 0.759 3.309 -1.068
N -0.547 -1.339 0.034
N -2.638 0.164 0.517
C -0.582 -5.343 3.373
C -2.554 -0.179 1.856
C 3.643 4.873 -4.053
C 2.389 0.810 -1.064
C 0.422 -1.694 0.771
C 1.048 -3.011 0.510
C 1.373 -0.670 -4.365
C 0.937 -1.084 -2.956
C -4.540 4.658 -3.417
C -2.500 1.491 -2.384
C -0.609 1.870 0.365
C 3.470 -0.279 -1.031
C 3.918 -6.114 6.280
C 0.617 6.782 -1.137
C -0.530 3.105 -0.506
C 0.958 -0.988 1.950
C -3.801 -4.864 5.477
C -3.628 -0.597 -0.129
C -1.883 0.362 -1.995
H 4.212 5.242 -4.896
H 0.454 -3.753 1.008
H 1.006 -3.235 -0.537
H -3.789 -3.858 5.077
H 3.570 -0.641 -0.024
H 2.055 -3.054 0.878
H 0.271 1.844 0.974
H -4.996 5.485 -3.945
H 3.247 -1.141 -1.628
H 3.362 -5.434 5.649
H -0.166 -5.883 2.531
H -5.289 3.926 -3.144
H 2.929 5.615 -3.725
H 2.442 -0.654 -4.437
H 0.986 5.850 -0.724
H 2.268 1.184 -0.070
H -1.288 3.152 -1.267
H 3.306 -6.447 7.107
H -2.288 2.043 -3.281
H -0.719 3.941 0.145
H 4.432 0.117 -1.291
H -3.205 1.947 -1.714
H 2.778 1.639 -1.613
H -1.281 -5.965 3.913
H 0.392 -0.125 2.229
H -0.003 -1.584 -3.045
H 0.953 -1.308 -5.118
H -4.630 -4.994 6.159
H 0.672 3.259 -2.014
H 1.643 -1.821 -2.612
H 2.002 -0.759 1.860
H 0.881 -1.676 2.775
H -1.411 2.049 1.051
H 1.320 7.584 -0.953
H 1.064 0.342 -4.523
H -1.883 -0.502 -2.626
```

## Properties
- total charge = 0
- LUMO energy (eV) = -0.02
- multiplicity = 1
- energy above the lowest of the compared OMol25 structures with the same formula, charge and spin (kJ/mol) = 0.00
- SMILES = C=CP(CCO)(N=C(C)C)(N(C(=O)F)C(=O)F)P(CC)CC.ClCCl.ClCCl.ClCCl.ClCCl.ClCCl.ClCCl
- max |F| (eV/Å) = 4.448